#one
An isolated molecule of C5H12N2, computed with wB97M-V/def2-TZVPD.

Atoms and positions in Å:
1 C 2.088 -0.571 -1.496
2 H 1.426 -0.956 1.028
3 C -2.274 0.700 0.846
4 H -1.990 2.708 0.451
5 C 0.536 -0.339 0.621
6 N -2.030 -0.561 0.803
7 H 2.356 -0.234 -2.445
8 N -1.430 1.823 0.799
9 H -3.366 0.969 0.910
10 C 0.925 0.116 -0.808
11 H 2.944 -0.667 -0.858
12 H 1.097 1.166 -0.778
13 H 0.511 0.601 1.215
14 H 1.770 -1.635 -1.660
15 H -0.501 1.901 0.237
16 H 0.000 -0.019 -1.440
17 H -0.601 -1.755 1.734
18 H -0.774 -2.026 0.053
19 C -0.687 -1.220 0.788

Computed properties:
LUMO (eV): 0.94
Gap between HOMO and LUMO (eV): 9.83
SMILES: CCCC/N=C\N


#two
An isolated molecule of C5H12N2, computed with wB97M-V/def2-TZVPD.

Atoms and positions in Å:
1 H -0.751 1.483 -1.961
2 C -0.525 1.436 0.152
3 H -0.994 -2.531 0.937
4 N -0.013 -2.268 1.004
5 H 0.683 1.397 1.691
6 C -0.931 -0.048 0.229
7 H 2.078 -1.547 -0.726
8 H 1.131 -0.169 -1.386
9 C 1.081 -1.133 -0.879
10 H 0.398 -2.953 0.376
11 H -1.537 -0.282 1.113
12 N -0.009 2.022 1.306
13 C -0.589 2.052 -1.051
14 H -0.793 3.105 -1.199
15 H -1.422 -0.268 -0.713
16 H 1.001 -0.451 1.112
17 C 0.281 -0.928 0.448
18 H 0.410 2.902 1.046
19 H 0.499 -1.821 -1.499

Computed properties:
LUMO (eV): 1.07
Gap between HOMO and LUMO (eV): 9.32
SMILES: C=C(N)C[C@H](C)N


#three
An isolated molecule of C5H12N2, computed with wB97M-V/def2-TZVPD.

Atoms and positions in Å:
1 C -0.225 2.363 0.911
2 H 1.042 -3.308 -0.915
3 C 0.039 0.954 1.566
4 H -0.828 0.440 2.020
5 H -1.433 -1.964 -1.182
6 C 0.445 -2.707 -1.621
7 H -0.136 -3.215 -2.381
8 H -0.221 -2.054 1.062
9 H 1.082 -2.100 -2.278
10 H -1.119 2.792 1.314
11 C 0.556 -0.108 0.620
12 H 1.348 0.297 -0.033
13 N -0.239 2.388 -0.565
14 H 0.603 2.982 1.247
15 H -0.731 1.572 -0.926
16 N -0.485 -1.722 -0.952
17 H 0.776 1.205 2.345
18 H 0.725 2.413 -0.867
19 C -0.175 -1.204 0.354

Computed properties:
LUMO (eV): 0.66
Gap between HOMO and LUMO (eV): 9.02
SMILES: CN/C=C/CCN


Of them, the most stable is #two and the least stable is #three.


#one
An isolated molecule of C5H12N2, computed with wB97M-V/def2-TZVPD.

Atoms and positions in Å:
1 H -1.583 1.693 -0.443
2 H 2.102 1.674 0.371
3 H -2.480 1.535 1.078
4 N -0.267 -2.207 -0.260
5 H -1.633 -0.825 1.330
6 H 0.573 1.851 -0.506
7 C -0.286 -0.744 -0.390
8 H -2.894 0.527 -0.316
9 C 1.473 1.245 -0.416
10 H 0.163 -2.429 0.643
11 C -2.061 0.981 0.233
12 H 0.456 -2.538 -0.905
13 N 2.118 -1.070 0.068
14 H -0.190 0.369 1.338
15 H 3.014 -0.613 0.269
16 C 1.157 -0.189 -0.047
17 H 2.025 1.269 -1.361
18 H -0.582 -0.435 -1.395
19 C -1.105 -0.094 0.710

Computed properties:
LUMO (eV): 0.94
Gap between HOMO and LUMO (eV): 10.19
SMILES: [H]/N=C(\C)[C@@H](N)CC


#two
An isolated molecule of C5H12N2, computed with wB97M-V/def2-TZVPD.

Atoms and positions in Å:
1 H 0.998 1.106 1.539
2 H -1.310 -2.913 1.249
3 C 0.313 0.757 -1.814
4 C -0.912 -0.866 1.337
5 C 0.386 0.425 -0.474
6 H 0.030 -0.663 1.984
7 H 1.680 0.721 -3.148
8 N 1.424 1.442 -2.515
9 C 0.660 1.586 0.574
10 H -0.431 0.624 -2.610
11 N -1.697 -2.071 1.713
12 H -0.409 2.040 0.717
13 H 1.330 2.253 0.084
14 H -1.463 0.001 1.558
15 H -1.288 -1.071 -0.689
16 H 0.289 -1.767 -0.174
17 H -1.455 -2.246 2.780
18 H 2.278 1.540 -2.014
19 C -0.421 -0.898 -0.098

Computed properties:
LUMO (eV): 0.83
Gap between HOMO and LUMO (eV): 8.55
SMILES: C/C(=C\N)CCN


#three
An isolated molecule of C5H12N2, computed with wB97M-V/def2-TZVPD.

Atoms and positions in Å:
1 H -1.828 1.088 -0.704
2 C 0.175 -1.728 -0.673
3 C -1.067 -0.976 -1.019
4 H 0.124 -2.819 -1.032
5 H -1.354 -1.152 -2.105
6 H 1.344 2.153 2.374
7 H -0.369 0.939 -1.769
8 H 0.959 1.861 0.001
9 H 0.179 1.829 3.428
10 H -1.335 1.046 1.949
11 H 0.290 -1.982 0.422
12 C -0.847 0.617 -0.808
13 C 0.105 1.048 0.263
14 N 0.328 2.080 2.440
15 N 1.506 -1.271 -1.107
16 H -1.722 -1.299 -0.181
17 H 1.506 -1.002 -2.110
18 H 2.362 -1.769 -0.896
19 C -0.358 1.337 1.526

Computed properties:
LUMO (eV): 1.12
Gap between HOMO and LUMO (eV): 8.65
SMILES: N/C=C/CCCN


#four
A 2-piece molecular cluster, C5H12N2 overall, computed with wB97M-V/def2-TZVPD.

Atoms and positions in Å:
1 H 1.460 0.527 -2.503
2 H -0.007 -0.844 2.728
3 C 0.420 -1.675 2.166
4 H -0.878 0.056 -2.458
5 H 1.401 -1.897 2.606
6 H -2.339 1.748 -1.435
7 H 2.572 1.231 -0.649
8 N 1.566 1.189 -0.514
9 H -0.945 0.607 0.974
10 C -0.473 0.598 -1.614
11 H -2.139 -0.325 -0.060
12 H 1.092 -0.531 0.574
13 H -0.225 -2.543 2.307
14 H 0.751 -2.084 0.164
15 H -0.898 2.470 -0.554
16 C -1.396 1.578 -0.921
17 C 0.940 0.783 -1.568
18 N 0.464 -1.317 0.758
19 C -1.369 0.429 0.000

Computed properties:
LUMO (eV): 1.11
Gap between HOMO and LUMO (eV): 9.01
SMILES: [H]/N=C/C1CC1.CN


Of them, the most stable is #one and the least stable is #two.


#one
An isolated ion of composition C7H12N3 and charge +1, computed with wB97M-V/def2-TZVPD.

Atoms and positions in Å:
1 C 1.790 -1.158 -0.835
2 H 3.567 -0.729 0.682
3 H 2.714 -1.089 -1.285
4 C 3.113 0.318 0.629
5 H 1.319 1.008 -0.578
6 H 1.016 -1.164 -1.519
7 N 0.661 0.058 1.176
8 H 1.627 -2.075 -0.214
9 C -1.095 1.593 0.488
10 H -3.464 -2.182 1.181
11 H 2.968 0.952 1.630
12 C -2.134 1.630 -0.332
13 N -0.373 0.639 1.117
14 H -2.410 2.536 -0.834
15 H -0.949 2.599 0.970
16 C 1.712 0.178 0.024
17 C -2.865 -0.691 -0.088
18 H -2.012 -2.452 0.126
19 H -3.290 0.544 -1.810
20 C -2.712 0.379 -0.814
21 H 3.653 0.976 -0.035
22 N -2.838 -1.870 0.324

Computed properties:
Total charge: +1
LUMO (eV): -4.36
Gap between HOMO and LUMO (eV): 7.31
SMILES: CC(C)/N=N\C=C/C=C=[NH2+]


#two
An isolated ion of composition C7H12N3 and charge +1, computed with wB97M-V/def2-TZVPD.

Atoms and positions in Å:
1 C -1.622 1.621 0.243
2 H 0.069 -1.240 0.828
3 H -2.938 -0.096 -1.796
4 H 3.991 1.126 0.063
5 H 1.849 -1.890 1.353
6 H 3.101 -0.595 1.455
7 C 1.587 -0.113 0.233
8 C 2.461 -1.216 0.751
9 H -4.239 -0.883 -0.957
10 N -1.817 2.756 0.187
11 H 1.177 1.772 -0.788
12 N 3.208 1.565 -0.456
13 C -2.602 -0.585 0.357
14 H 3.373 2.491 -0.846
15 H -3.262 -0.097 1.124
16 H 3.164 -1.468 -0.083
17 N -1.416 0.279 0.280
18 C -3.130 -0.872 -1.059
19 H -2.183 -1.595 0.654
20 C 1.971 1.123 -0.406
21 C 0.045 -0.289 0.390
22 H -2.788 -1.795 -1.527

Computed properties:
Total charge: +1
LUMO (eV): -5.37
Gap between HOMO and LUMO (eV): 7.68
SMILES: CC/[N+](C#N)=C/C(C)=C/N


Of them, the most stable is #two and the least stable is #one.


#one
C6H10N2 as an isolated structure, computed with wB97M-V/def2-TZVPD.

Atoms and positions in Å:
1 H -2.256 0.895 1.205
2 H 0.674 1.210 1.944
3 H 2.831 -1.237 -0.311
4 H -1.622 0.181 -1.098
5 N 1.966 -1.775 -0.268
6 C -1.861 -0.108 1.032
7 H -0.624 -2.272 -0.025
8 C 0.933 0.615 -1.510
9 H 0.286 0.425 -2.359
10 H 1.761 1.292 -1.702
11 H -1.270 -0.388 1.906
12 C 0.959 -1.028 -0.491
13 C 0.753 1.473 0.898
14 H -2.703 -0.804 0.941
15 N -0.358 -1.411 -0.486
16 C 0.406 0.629 -0.129
17 H 1.172 2.451 0.688
18 C -1.044 -0.150 -0.236

Computed properties:
LUMO (spin up / spin down) (eV): -0.09 / -0.09
Gap between HOMO and LUMO (spin up / spin down) (eV): 7.33 / 7.32


#two
An isolated molecule of C6H10N2, computed with wB97M-V/def2-TZVPD.

Atoms and positions in Å:
1 C 0.454 -0.647 1.748
2 H 2.644 -0.243 -2.193
3 C -0.211 0.083 -0.260
4 C 1.581 1.362 -1.283
5 N 1.214 0.171 -0.468
6 H 2.529 1.729 -0.931
7 H -2.458 0.346 1.261
8 C -0.637 -0.571 1.007
9 H 0.623 2.066 -1.243
10 C -2.042 -0.692 1.475
11 C 1.707 0.086 -2.046
12 H -2.194 -1.059 2.532
13 N -1.048 0.427 -1.220
14 H 0.112 -1.186 2.630
15 H -2.059 0.167 -0.862
16 H 0.747 -0.067 -2.587
17 H 1.559 -0.477 1.458
18 H -2.521 -1.496 0.980

Computed properties:
LUMO (eV): 0.91
Gap between HOMO and LUMO (eV): 10.11
SMILES: [H]/N=C(\C(=C)C)N1CC1


#three
C6H10N2 as an isolated structure, computed with wB97M-V/def2-TZVPD.

Atoms and positions in Å:
1 H 2.523 0.553 -0.872
2 C -0.104 2.096 0.054
3 C -0.082 -1.312 0.336
4 C -1.468 -1.152 -0.319
5 C -0.257 0.663 0.040
6 H 0.330 -2.229 0.791
7 C -1.549 0.163 -0.506
8 H 2.574 -0.456 0.604
9 H -0.828 2.636 0.628
10 H 0.852 2.461 0.390
11 H -2.400 0.797 -0.753
12 N 2.179 -0.362 -0.385
13 H 0.670 -0.484 -1.658
14 H -2.084 -2.028 -0.622
15 H -0.345 2.463 -0.988
16 N -0.172 -0.171 1.322
17 C 0.788 -0.454 -0.589
18 H 0.686 -0.014 1.821

Computed properties:
LUMO (eV): 0.95
Gap between HOMO and LUMO (eV): 9.33


#four
C6H10N2 as an isolated structure, computed with wB97M-V/def2-TZVPD.

Atoms and positions in Å:
1 C -0.930 0.364 1.631
2 H -0.248 0.591 3.649
3 C 1.425 1.051 -2.573
4 H 0.427 1.744 2.469
5 N -2.070 -0.092 1.896
6 H -2.638 -0.247 1.061
7 H 1.000 0.072 2.479
8 H 2.056 1.379 -1.749
9 H 1.787 1.280 -3.576
10 C 0.325 0.343 -2.369
11 H 0.850 -2.066 -0.851
12 H -0.353 -0.001 -3.143
13 H -0.915 -2.081 -1.038
14 H -0.156 -2.016 0.584
15 C 0.124 0.707 2.626
16 C -0.111 -0.203 -0.566
17 N -0.485 0.852 -0.078
18 C -0.088 -1.675 -0.451

Computed properties:
LUMO (eV): 0.90
Gap between HOMO and LUMO (eV): 9.07


Of them, the most stable is #three and the least stable is #one.